[1]
Below is a 22-piece molecular cluster, C44H39Br4Cl65O3 overall, with properties calculated with ωB97M-V/def2-TZVPD.

```
155
Properties=species:S:1:pos:R:3:forces:R:3:lowdin_charge:R:1
C -0.549 0.819 -0.788 -4.667 1.472 -0.096 0.026
C -1.679 1.291 -1.021 4.091 -1.784 1.901 -0.083
C -2.943 1.930 -0.836 0.118 -0.221 -0.571 -0.129
C -3.029 3.312 -0.878 0.427 0.458 -0.060 -0.085
C -1.740 4.045 -1.139 0.055 0.265 0.129 -0.231
O -0.972 4.085 0.048 -0.258 -0.118 0.239 -0.156
C 0.297 4.614 -0.205 0.775 0.224 -0.227 -0.121
C -4.238 3.967 -0.669 -0.294 0.519 0.404 -0.090
C -4.285 5.475 -0.734 0.595 0.019 -0.619 -0.190
C -4.607 6.041 -2.139 -0.649 -0.327 0.630 -0.663
C -6.093 5.878 -2.483 1.049 -0.006 -0.565 -0.142
Br -3.609 5.160 -3.586 0.049 0.207 -0.063 0.773
C -5.372 3.205 -0.393 0.038 0.240 -0.177 -0.003
C -5.269 1.818 -0.378 -0.913 -0.184 0.285 -0.036
C -4.074 1.167 -0.600 -0.311 -0.515 0.045 -0.213
C -4.022 -0.311 -0.584 0.172 0.224 -0.081 -0.669
Br -4.538 -1.129 -2.245 0.096 0.211 0.354 0.805
C -3.695 -1.035 0.469 0.267 -0.477 -0.142 -0.718
C -3.699 -2.527 0.530 -0.033 -0.031 0.438 -0.134
Br -3.203 -0.161 2.094 -0.224 -0.095 -0.367 0.798
C -6.513 1.041 -0.074 -0.363 -0.308 0.166 -0.343
O -6.549 -0.022 0.500 0.170 0.292 -0.236 0.098
C -7.798 1.698 -0.501 0.150 -0.505 -0.229 -0.494
Br -9.191 0.520 -0.988 0.276 0.217 0.281 0.862
C -7.916 3.023 -0.511 -0.176 -0.315 -0.448 -0.210
C -9.203 3.642 -0.896 -0.167 0.521 -0.051 -0.705
Cl -9.589 3.660 -2.596 0.374 -0.064 0.224 0.658
C -10.044 4.138 0.004 -0.124 0.036 -0.156 -0.710
C -9.785 4.157 1.477 -0.441 0.611 0.181 -0.083
Cl -11.564 4.817 -0.509 0.205 -0.147 0.188 0.670
C -6.711 3.834 -0.127 -0.271 -0.026 0.204 -0.260
O -6.865 4.920 0.387 0.084 -0.143 -0.130 0.109
H 0.357 0.355 -0.503 0.328 -0.131 -0.095 0.041
H -1.198 3.535 -1.941 0.074 0.016 -0.061 0.108
H -1.907 5.073 -1.448 -0.046 -0.001 -0.302 0.049
H 0.973 3.879 -0.654 -0.098 -0.177 -0.066 0.087
H 0.277 5.471 -0.891 -0.218 0.035 0.003 0.078
H 0.758 4.960 0.716 -0.195 -0.094 0.234 0.091
H -3.317 5.844 -0.410 -0.275 -0.063 -0.004 0.019
H -5.026 5.903 -0.070 -0.022 -0.123 0.104 0.100
H -4.309 7.083 -2.164 0.094 0.083 -0.090 0.072
H -6.261 4.811 -2.632 -0.426 -0.034 0.147 0.065
H -6.729 6.299 -1.713 -0.106 0.006 0.028 0.082
H -6.248 6.356 -3.447 -0.341 0.071 0.011 0.072
H -2.909 -2.899 1.178 0.108 0.054 0.013 0.063
H -4.644 -2.857 0.966 -0.089 -0.036 -0.019 0.094
H -3.595 -2.979 -0.449 -0.011 0.046 -0.148 0.041
H -8.766 4.453 1.701 0.198 -0.275 -0.054 0.070
H -10.058 3.228 1.973 0.105 -0.201 -0.106 0.093
H -10.415 4.933 1.909 -0.044 -0.002 0.090 0.069
C -11.675 -2.446 -2.867 0.151 0.102 0.013 -1.527
Cl -12.023 -1.709 -1.307 -0.206 0.204 -0.096 0.489
Cl -11.551 -1.205 -4.116 0.001 -0.078 -0.050 0.512
Cl -10.183 -3.383 -2.767 -0.152 0.008 -0.070 0.494
H -12.487 -3.113 -3.124 -0.005 0.005 -0.001 0.017
C -6.281 -5.029 -2.996 -0.111 -0.043 0.047 -1.534
Cl -5.072 -6.084 -2.253 0.041 0.026 -0.018 0.516
Cl -7.300 -5.941 -4.108 -0.112 0.248 0.039 0.507
Cl -7.255 -4.232 -1.762 0.174 -0.004 0.060 0.503
H -5.761 -4.266 -3.561 0.023 0.004 0.013 0.007
C -0.705 -1.653 5.387 -0.026 0.060 -0.074 -1.525
Cl -1.685 -0.196 5.554 0.038 -0.025 0.018 0.527
Cl -0.364 -1.991 3.690 0.045 -0.060 0.080 0.510
Cl 0.797 -1.507 6.308 0.072 0.063 -0.365 0.498
H -1.269 -2.480 5.797 0.016 -0.023 -0.017 0.017
C 7.196 1.552 -2.439 -0.146 0.048 -0.116 -1.560
Cl 6.705 3.225 -2.166 0.016 -0.023 0.030 0.520
Cl 5.910 0.434 -1.970 0.016 -0.006 0.026 0.513
Cl 7.650 1.296 -4.123 -0.124 0.226 -0.040 0.513
H 8.058 1.349 -1.819 0.016 0.002 0.045 -0.069
C 9.887 -1.904 -5.116 -0.146 0.079 0.013 -1.538
Cl 10.930 -0.795 -6.006 -0.109 0.121 0.243 0.499
Cl 9.593 -1.303 -3.485 0.175 -0.326 -0.178 0.464
Cl 8.365 -2.152 -5.978 0.034 -0.038 0.001 0.540
H 10.393 -2.857 -5.040 0.027 0.003 -0.010 -0.037
C 13.866 -3.747 -5.792 -0.078 0.128 -0.037 -1.508
Cl 14.922 -2.627 -6.658 0.117 -0.150 0.157 0.525
Cl 13.545 -3.163 -4.156 0.001 -0.021 -0.003 0.529
Cl 12.354 -3.999 -6.668 0.073 -0.235 0.067 0.528
H 14.375 -4.699 -5.718 0.001 -0.002 0.007 0.014
C 0.965 1.363 -4.768 0.068 -0.038 0.118 -1.506
Cl 0.380 1.252 -3.091 0.379 0.221 -1.367 0.631
Cl 0.755 -0.178 -5.603 0.029 0.030 0.027 0.524
Cl 0.125 2.658 -5.623 0.023 0.009 0.030 0.523
H 2.022 1.598 -4.754 -0.006 -0.005 -0.019 0.011
C -11.505 -3.749 2.510 0.090 0.056 -0.054 -1.547
Cl -12.593 -2.368 2.690 -0.021 -0.020 0.002 0.519
Cl -11.075 -3.982 0.818 0.092 -0.210 0.192 0.499
Cl -10.060 -3.536 3.500 -0.027 -0.024 0.006 0.527
H -12.023 -4.634 2.854 -0.012 0.009 0.014 0.010
C 3.476 -4.384 7.468 0.109 -0.163 0.079 -1.551
Cl 2.347 -4.989 8.686 0.173 -0.174 -0.152 0.534
Cl 4.228 -2.861 7.941 -0.096 -0.088 0.203 0.510
Cl 4.718 -5.605 7.158 0.001 -0.024 -0.050 0.539
H 2.929 -4.215 6.548 -0.038 -0.020 0.021 -0.017
C 4.680 -2.509 3.076 -0.152 0.133 0.017 -1.563
Cl 4.682 -0.782 2.715 0.028 -0.030 -0.001 0.535
Cl 4.569 -2.781 4.819 0.000 0.334 -0.201 0.502
Cl 3.359 -3.322 2.231 0.033 -0.013 0.008 0.524
H 5.615 -2.929 2.727 0.024 -0.010 0.010 -0.042
C 9.065 5.243 0.611 -0.125 -0.027 -0.122 -1.565
Cl 9.711 3.632 0.292 0.048 -0.034 0.042 0.508
Cl 9.000 6.194 -0.875 0.027 0.011 0.029 0.528
Cl 7.470 5.137 1.354 -0.048 -0.049 -0.118 0.498
H 9.728 5.742 1.304 -0.008 0.009 0.006 -0.024
C 1.111 -7.036 11.618 -0.011 -0.087 0.074 -1.583
Cl 1.660 -8.595 11.002 -0.001 0.044 -0.025 0.530
Cl -0.626 -7.057 11.918 -0.020 -0.059 -0.006 0.512
Cl 1.993 -6.595 13.081 0.001 0.045 -0.036 0.525
H 1.312 -6.286 10.866 -0.012 0.017 0.018 -0.069
C 8.735 6.455 5.091 0.036 0.135 -0.098 -1.536
Cl 9.646 5.304 4.106 0.039 -0.046 0.121 0.536
Cl 9.831 7.539 5.948 -0.020 -0.033 0.024 0.528
Cl 7.601 7.372 4.099 0.023 -0.009 0.090 0.520
H 8.169 5.896 5.824 0.006 -0.023 -0.009 0.013
C -6.436 -9.718 -5.951 0.087 0.095 -0.029 -1.548
Cl -5.344 -10.228 -7.241 -0.025 -0.029 0.017 0.523
Cl -5.611 -8.660 -4.810 0.108 -0.256 -0.044 0.497
Cl -7.861 -8.918 -6.622 -0.016 -0.020 0.021 0.517
H -6.765 -10.600 -5.419 -0.013 -0.004 -0.010 0.011
C 7.306 -5.576 4.287 -0.007 -0.005 -0.139 -1.520
Cl 8.019 -3.963 4.378 0.006 0.029 0.086 0.526
Cl 5.781 -5.524 3.401 0.131 -0.337 -0.073 0.545
Cl 8.428 -6.716 3.542 -0.039 -0.040 0.078 0.530
H 7.099 -5.915 5.293 0.002 0.047 0.017 -0.012
C 0.798 -2.365 10.977 0.013 0.059 -0.067 -1.526
Cl 0.165 -0.892 11.713 0.033 -0.029 0.019 0.541
Cl -0.308 -3.718 11.238 0.096 -0.007 -0.010 0.530
Cl 1.091 -2.126 9.254 -0.333 0.359 0.487 0.455
H 1.740 -2.604 11.454 -0.014 -0.015 0.019 0.018
C 9.837 -0.530 0.721 -0.082 0.132 0.095 -1.533
Cl 10.658 0.356 2.007 0.016 -0.040 -0.022 0.538
Cl 8.098 -0.574 1.005 0.015 -0.018 -0.029 0.522
Cl 10.194 0.185 -0.857 0.135 0.049 0.245 0.518
H 10.207 -1.547 0.719 0.008 0.005 -0.039 -0.067
C 13.290 -1.806 -10.087 -0.080 0.079 0.030 -1.543
Cl 12.586 -1.229 -8.577 -0.038 0.103 -0.469 0.458
Cl 12.840 -3.488 -10.381 0.042 -0.004 0.009 0.518
Cl 12.799 -0.786 -11.441 0.047 -0.003 0.003 0.531
H 14.368 -1.756 -10.001 0.003 -0.019 -0.010 0.009
C 9.843 -4.722 -0.334 -0.096 0.090 -0.040 -1.513
Cl 10.920 -3.639 -1.217 0.078 -0.035 0.021 0.527
Cl 9.539 -4.099 1.290 0.005 -0.069 -0.016 0.527
Cl 8.329 -4.940 -1.211 0.024 -0.013 0.021 0.545
H 10.325 -5.686 -0.242 0.012 0.005 0.011 0.016
C -2.488 9.153 0.481 -0.034 -0.047 0.101 -1.520
Cl -1.815 7.677 -0.216 0.315 0.304 -0.001 0.613
Cl -4.214 8.957 0.797 0.006 0.008 -0.044 0.549
Cl -1.628 9.596 1.954 -0.005 0.010 -0.040 0.540
H -2.364 9.953 -0.237 -0.001 -0.005 -0.009 0.014
C -12.030 3.290 -6.200 0.022 0.036 0.125 -1.548
Cl -13.074 4.647 -5.773 0.000 -0.018 -0.031 0.526
Cl -10.331 3.760 -6.116 -0.006 -0.014 -0.042 0.515
Cl -12.346 1.906 -5.153 -0.010 0.035 -0.026 0.504
H -12.251 3.001 -7.219 0.006 0.004 -0.005 0.010
```
Positions in Å, forces in eV/Å.

The gap between HOMO and LUMO comes out at 7.71 eV.



[2]
Below is C44H39BrN3OP2PbS as an isolated structure, with properties calculated with ωB97M-V/def2-TZVPD.

```
92
Properties=species:S:1:pos:R:3:forces:R:3:lowdin_charge:R:1
Pb 0.494 -1.915 1.145 0.352 -1.209 -0.461 1.286
Br -4.100 -3.839 7.181 0.412 0.218 -0.714 0.918
C -3.264 -3.434 5.543 -0.644 -0.381 0.570 -0.620
C -3.829 -3.921 4.341 0.045 0.060 -0.198 -0.063
C -3.252 -3.591 3.156 -0.224 -0.195 0.009 0.051
C -2.077 -2.768 3.075 0.110 0.069 -0.045 -0.326
O -1.663 -2.387 1.953 -0.661 -0.054 0.577 -0.199
C -1.424 -2.397 4.322 -1.019 -0.409 0.373 -0.085
C -0.142 -1.783 4.440 1.204 0.557 -0.133 -0.036
N 0.729 -1.457 3.522 -1.403 -0.278 0.542 0.005
C 1.974 -0.948 3.907 1.108 0.484 0.673 -0.214
C 2.298 -0.535 5.196 -0.363 -0.197 -0.631 0.016
C 3.603 -0.194 5.556 0.425 0.093 -0.112 -0.029
C 4.618 -0.217 4.633 -0.301 -0.054 0.118 0.017
C 4.326 -0.507 3.284 -0.352 -0.107 0.056 -0.135
C 5.313 -0.452 2.278 -0.232 -0.099 -0.350 0.041
C 4.965 -0.693 0.972 0.244 0.026 0.412 -0.007
C 3.636 -1.008 0.692 -0.206 -0.073 0.043 -0.119
N 2.697 -1.095 1.615 0.213 0.089 -0.134 -0.054
C 2.998 -0.854 2.908 0.356 -0.015 0.551 -0.181
C -2.085 -2.702 5.520 0.731 0.373 -0.460 -0.037
H -4.712 -4.541 4.372 -0.066 -0.029 0.037 0.125
H -3.652 -3.944 2.218 -0.101 0.008 -0.066 0.134
H 0.128 -1.632 5.486 0.084 -0.023 -0.141 0.126
H 1.538 -0.460 5.961 0.004 -0.075 0.045 0.116
H 3.805 0.072 6.581 0.043 0.036 0.085 0.125
H 5.639 -0.011 4.914 0.072 0.108 0.066 0.133
H 6.331 -0.219 2.551 0.104 0.046 0.020 0.137
H 5.693 -0.661 0.178 0.042 0.012 -0.064 0.123
H 3.322 -1.213 -0.322 -0.032 -0.002 -0.105 0.091
H -1.668 -2.374 6.461 0.127 -0.009 0.076 0.123
C -2.043 3.444 -6.136 -0.338 0.462 0.201 -0.274
S -2.610 3.923 -4.497 0.138 -0.861 -0.202 1.198
C -2.788 2.327 -3.645 -0.149 0.275 -0.187 -0.395
C -1.546 2.015 -2.808 0.330 0.215 0.071 -0.218
C -1.744 0.709 -2.026 -0.045 0.323 -0.195 -0.248
N -0.548 0.377 -1.262 0.231 -0.663 0.145 -0.442
P 0.549 -0.891 -1.780 -0.409 0.624 -0.737 0.959
C 1.212 -0.225 -3.348 -0.096 -0.367 0.425 -0.365
C 0.469 -0.189 -4.526 0.176 0.104 0.014 -0.118
C 1.050 0.299 -5.683 -0.182 0.020 -0.084 -0.068
C 2.368 0.733 -5.682 0.084 0.014 0.043 -0.047
C 3.107 0.697 -4.510 0.063 0.082 -0.084 -0.050
C 2.530 0.222 -3.346 -0.087 -0.054 -0.039 -0.104
C -0.586 -2.217 -2.305 0.288 -0.016 0.185 -0.400
C -1.722 -2.496 -1.536 0.278 0.204 -0.189 -0.145
C -2.504 -3.593 -1.836 -0.020 -0.184 -0.014 -0.060
C -2.137 -4.447 -2.866 0.015 0.060 0.032 -0.046
C -0.978 -4.211 -3.591 -0.091 -0.052 -0.018 -0.045
C -0.205 -3.095 -3.322 -0.058 0.126 0.160 -0.082
P -0.448 0.551 0.434 0.137 0.815 -0.096 0.897
C -1.800 1.687 0.836 0.327 -0.226 0.067 -0.355
C -3.046 1.228 1.252 0.167 0.010 0.008 -0.087
C -4.076 2.135 1.434 -0.104 -0.009 0.017 -0.052
C -3.865 3.485 1.197 0.033 -0.024 0.016 -0.043
C -2.615 3.941 0.805 0.022 0.095 -0.055 -0.051
C -1.576 3.047 0.629 -0.047 -0.124 0.020 -0.087
C 1.063 1.497 0.778 -0.351 -0.033 0.057 -0.401
C 1.330 1.716 2.130 -0.121 0.101 -0.311 -0.115
C 2.485 2.374 2.505 0.027 -0.012 0.030 -0.054
C 3.379 2.796 1.532 0.000 0.022 -0.065 -0.045
C 3.107 2.587 0.189 0.112 -0.006 -0.014 -0.053
C 1.952 1.927 -0.196 -0.260 0.050 0.068 -0.097
H -2.121 4.329 -6.762 0.052 0.082 -0.012 0.065
H -2.672 2.653 -6.537 -0.095 -0.152 0.087 0.075
H -1.005 3.122 -6.094 0.192 -0.106 0.173 0.069
H -2.977 1.551 -4.383 -0.036 0.031 -0.152 0.102
H -3.660 2.427 -3.000 -0.109 0.126 0.016 0.102
H -1.364 2.824 -2.099 0.044 0.023 0.014 0.104
H -0.673 1.923 -3.455 0.047 0.004 0.043 0.100
H -1.962 -0.108 -2.719 -0.050 0.016 0.072 0.110
H -2.601 0.822 -1.356 -0.013 -0.072 -0.109 0.114
H -0.545 -0.560 -4.549 -0.109 -0.104 -0.007 0.106
H 0.476 0.320 -6.597 -0.021 -0.042 -0.153 0.112
H 2.824 1.074 -6.598 0.038 0.065 -0.079 0.119
H 4.134 1.025 -4.506 0.124 0.038 -0.029 0.117
H 3.108 0.186 -2.434 0.081 -0.029 0.070 0.087
H -1.999 -1.838 -0.721 -0.124 0.026 0.038 0.072
H -3.392 -3.805 -1.262 -0.136 0.027 0.074 0.112
H -2.760 -5.296 -3.095 -0.022 -0.157 -0.044 0.118
H -0.678 -4.900 -4.364 0.011 -0.047 -0.129 0.119
H 0.690 -2.904 -3.898 0.031 -0.043 -0.026 0.112
H -3.197 0.174 1.440 -0.067 -0.123 -0.004 0.102
H -5.043 1.793 1.767 -0.121 -0.043 0.027 0.117
H -4.668 4.191 1.335 -0.133 0.071 0.053 0.120
H -2.442 4.994 0.646 -0.022 0.139 0.017 0.118
H -0.591 3.391 0.344 0.037 0.101 -0.014 0.111
H 0.619 1.377 2.872 -0.041 0.015 0.168 0.110
H 2.693 2.551 3.549 0.025 0.033 0.122 0.120
H 4.288 3.299 1.821 0.115 0.104 0.042 0.119
H 3.795 2.942 -0.561 0.119 0.040 -0.090 0.116
H 1.721 1.767 -1.240 0.043 0.036 -0.078 0.080
```
Positions in Å, forces in eV/Å.

The gap between HOMO and LUMO (alpha / beta) comes out at 3.67 / 5.32 eV. As for the total charge: +3. The calculation puts the energy above the lowest of the compared OMol25 structures with the same formula, charge and spin at 53.45 kJ/mol.



no.,strongest force on any atom (eV/A)
1,4.89
2,1.53